Entry 1:
ORCA calculation (ωB97M-V with the def2-TZVPD basis set) on C35H37ClCuO4P2 as an isolated structure at a distorted geometry.

## Properties
Gap between HOMO and LUMO (spin up / spin down)   0.1959 / 0.1130 Eh
⟨S²⟩   0.759
Spin multiplicity   2

Geometry as XYZ:
```
80
Properties=species:S:1:pos:R:3:lowdin_spin:R:1
Cu 0.634 -0.362 -0.026 0.3028
C -2.071 -0.105 6.294 0.0004
C -1.878 -0.261 4.967 0.0002
C -2.360 0.724 3.973 0.0001
C -1.232 1.686 3.520 0.0009
C -0.404 2.136 4.685 0.0004
C -0.878 2.576 5.869 0.0007
C -2.299 2.456 6.347 0.0001
C -2.699 1.096 6.963 0.0001
C 1.540 -0.673 1.664 0.4581
H -1.913 -0.947 6.962 0.0000
H -1.473 -1.169 4.548 0.0000
H -3.214 1.260 4.390 0.0001
H -2.785 0.272 3.076 0.0000
H -0.540 1.195 2.812 0.0006
H -1.676 2.530 2.952 0.0000
H 0.663 2.224 4.477 0.0000
H -0.171 3.024 6.578 0.0000
H -2.974 2.706 5.526 0.0000
H -2.448 3.245 7.088 0.0000
H -2.361 1.022 8.007 0.0000
H -3.805 1.058 6.966 0.0000
H 1.260 -1.688 2.032 0.0228
H 1.408 0.118 2.422 0.0289
H 2.563 -0.561 1.331 0.0501
P 0.175 -2.060 -2.525 0.0025
P 1.912 0.324 -2.979 0.0025
C -0.634 -0.551 -3.090 0.0020
C 0.172 0.463 -3.480 0.0004
C -0.506 -3.219 -3.826 0.0002
C -1.609 -2.907 -4.633 -0.0001
C -2.103 -3.840 -5.557 0.0000
C -1.472 -5.080 -5.702 -0.0001
C -0.337 -5.382 -4.935 0.0000
C 0.149 -4.456 -4.005 -0.0001
C -1.076 -2.267 -1.194 0.0248
C -1.139 -1.164 -0.264 0.0241
C -1.728 -1.421 1.000 0.0330
C -2.577 -2.514 1.147 -0.0054
C -2.784 -3.406 0.081 0.0385
C -1.965 -3.342 -1.056 -0.0015
C 2.633 0.930 -4.620 0.0002
C 2.471 0.117 -5.766 0.0000
C 2.879 0.571 -7.025 0.0000
C 3.461 1.837 -7.163 0.0001
C 3.655 2.637 -6.032 0.0000
C 3.263 2.177 -4.767 0.0003
C 2.084 1.832 -1.930 0.0042
C 3.268 1.963 -1.176 0.0028
C 3.475 3.109 -0.413 0.0001
C 2.515 4.125 -0.398 0.0003
C 1.340 3.990 -1.135 0.0002
C 1.109 2.837 -1.890 0.0003
H -1.729 -0.501 -3.043 0.0002
H -0.138 1.306 -4.112 0.0001
H -2.115 -1.944 -4.547 0.0000
H -2.987 -3.598 -6.156 0.0000
H -1.863 -5.811 -6.413 0.0000
H 0.162 -6.347 -5.057 0.0000
H 1.026 -4.697 -3.397 0.0000
H -0.948 -0.041 -0.553 0.0018
H -1.480 -0.730 1.805 0.0013
H -3.123 -2.674 2.077 -0.0009
H -3.554 -4.183 0.147 0.0020
H -2.081 -4.129 -1.823 -0.0006
H 1.997 -0.864 -5.677 0.0000
H 2.741 -0.056 -7.910 0.0000
H 3.777 2.195 -8.145 0.0000
H 4.109 3.626 -6.130 0.0000
H 3.424 2.819 -3.897 0.0001
H 4.008 1.158 -1.196 -0.0001
H 4.390 3.203 0.167 0.0000
H 2.684 5.020 0.193 0.0000
H 0.586 4.776 -1.132 0.0000
H 0.175 2.721 -2.444 0.0000
O 1.158 1.302 6.988 0.0001
Cl 0.695 -0.029 7.440 0.0000
O 1.738 -0.733 8.161 0.0000
O -0.479 0.151 8.325 0.0000
O 0.307 -0.804 6.241 0.0001
```

=====

Entry 2:
ORCA calculation (ωB97M-V with the def2-TZVPD basis set) on C21H35KN7PSi as an isolated structure.

## Properties
Gap between HOMO and LUMO   0.2279 Eh

Geometry as XYZ:
```
66
Properties=species:S:1:pos:R:3:nbo_charge:R:1
K -0.001 0.221 -0.656 0.8862
N 4.833 0.930 0.457 -0.3384
C 3.933 0.658 -0.496 0.1929
N 2.747 0.496 0.041 -0.4952
C 2.982 0.695 1.368 0.2700
N 4.239 0.963 1.661 -0.2596
C 1.945 0.658 2.410 0.1049
C 2.268 0.813 3.758 0.0251
N 1.335 0.808 4.699 -0.3638
C 0.078 0.660 4.296 -0.0015
C -0.249 0.500 2.956 0.0068
N 0.687 0.488 2.015 -0.3984
H 5.817 1.114 0.366 0.4222
H 4.182 0.594 -1.543 0.2166
H 3.297 0.943 4.065 0.2170
H -0.698 0.669 5.052 0.2051
H -1.278 0.390 2.633 0.2198
C -3.872 -1.028 0.282 -0.6379
C -3.638 0.461 0.277 0.2408
C -4.554 1.319 0.859 -0.3714
C -4.285 2.690 0.764 -0.1519
C -3.153 3.129 0.135 -0.3405
C -2.218 2.203 -0.434 0.4125
N -2.532 0.868 -0.346 -0.6158
N -1.080 2.551 -1.016 -1.1822
Si -0.539 4.041 -1.609 1.8011
C -1.644 4.712 -2.980 -1.1273
C 1.191 3.784 -2.316 -1.1158
C -0.320 5.382 -0.283 -1.1250
H -4.429 -1.335 -0.606 0.2182
H -4.444 -1.341 1.156 0.2074
H -2.918 -1.558 0.270 0.2059
H -5.440 0.943 1.351 0.2037
H -4.971 3.412 1.193 0.2024
H -2.948 4.190 0.078 0.2033
H -1.687 4.017 -3.820 0.2300
H -1.287 5.674 -3.356 0.2238
H -2.666 4.854 -2.621 0.2332
H 1.190 3.021 -3.098 0.2211
H 1.859 3.445 -1.519 0.2185
H 1.607 4.700 -2.739 0.2256
H -1.259 5.756 0.128 0.2251
H 0.217 6.244 -0.690 0.2220
H 0.270 4.991 0.550 0.2260
C -1.073 -5.837 -0.690 -0.6142
C -1.278 -4.335 -0.534 -0.7031
P 0.219 -3.264 -0.462 0.7800
C 1.133 -3.800 -1.976 -0.7132
C 2.185 -2.793 -2.432 -0.6018
C 1.179 -4.058 0.897 -0.7074
C 2.407 -3.252 1.308 -0.6055
H -2.029 -6.359 -0.739 0.2163
H -0.515 -6.256 0.148 0.2047
H -0.525 -6.074 -1.603 0.2044
H -1.845 -4.118 0.376 0.2289
H -1.886 -3.940 -1.352 0.2299
H 0.381 -3.919 -2.762 0.2263
H 1.580 -4.787 -1.829 0.2156
H 1.727 -1.832 -2.676 0.2010
H 2.705 -3.145 -3.324 0.2133
H 2.935 -2.606 -1.662 0.2015
H 1.463 -5.080 0.631 0.2133
H 0.491 -4.135 1.744 0.2252
H 3.141 -3.195 0.503 0.1993
H 2.903 -3.706 2.167 0.2141
H 2.135 -2.229 1.576 0.2085
```

=====

Entry 3:
ORCA calculation (ωB97M-V with the def2-TZVPD basis set) on C33H26Cl5N5OPbS as an isolated structure.

## Properties
Gap between HOMO and LUMO   0.1786 Eh
Charge   +2

Geometry as XYZ:
```
72
Properties=species:S:1:pos:R:3:lowdin_charge:R:1
Pb 1.570 0.523 -0.511 1.3811
C 1.115 2.488 6.822 -0.0046
C 0.766 2.204 5.407 -0.1860
C -0.574 1.945 5.039 0.0113
C -0.881 1.744 3.735 0.0378
C 0.114 1.784 2.685 -0.1686
N -0.212 1.614 1.429 0.1362
C -1.337 0.985 1.011 -0.2336
C -1.948 -0.082 1.711 0.0140
C -3.091 -0.681 1.242 0.0102
C -3.689 -0.235 0.055 -0.2047
C -4.940 -0.857 -0.464 -0.0078
C -3.052 0.764 -0.690 0.0588
C -1.875 1.333 -0.261 -0.1118
N -1.263 2.308 -1.068 -0.0807
C -1.858 3.311 -1.758 -0.0160
C -0.885 3.949 -2.480 -0.0040
C 0.293 3.248 -2.184 -0.1102
N 0.059 2.264 -1.334 -0.0650
C 1.479 2.121 3.073 -0.0637
C 1.751 2.285 4.420 0.0524
N 2.556 2.160 2.202 -0.1111
C 3.855 1.877 2.555 -0.0396
C 4.658 2.351 1.572 -0.0192
C 3.768 2.939 0.637 -0.1512
N 2.511 2.811 0.996 0.0281
H 0.394 2.053 7.511 0.0983
H 1.108 3.572 6.976 0.1200
H 2.116 2.135 7.064 0.1007
H -1.346 1.962 5.794 0.1359
H -1.913 1.653 3.428 0.1275
H -1.455 -0.468 2.593 0.1331
H -3.528 -1.512 1.777 0.1326
H -5.456 -1.426 0.306 0.0959
H -4.698 -1.536 -1.283 0.0810
H -5.614 -0.099 -0.862 0.1010
H -3.466 1.067 -1.643 0.1403
H -2.910 3.508 -1.656 0.1413
H -0.999 4.801 -3.122 0.1165
H 1.288 3.408 -2.562 0.1277
H 2.753 2.549 4.724 0.1317
H 4.091 1.339 3.456 0.1364
H 5.728 2.286 1.510 0.1182
H 4.007 3.431 -0.291 0.1239
Cl 4.612 0.069 -1.429 0.6504
C 3.572 -0.185 -2.822 -0.7127
C 2.225 0.084 -2.682 -0.4024
C 1.412 -0.166 -3.771 -0.6996
Cl -0.317 0.064 -3.624 0.6926
C 1.916 -0.648 -4.979 -0.7075
Cl 0.877 -0.960 -6.308 0.7222
C 3.288 -0.893 -5.093 -0.6963
Cl 3.933 -1.483 -6.562 0.7424
C 4.133 -0.665 -4.003 -0.7078
Cl 5.813 -0.977 -4.125 0.7309
C 1.192 -3.388 -2.370 -0.2015
S 0.586 -3.016 -0.735 0.9787
O 0.314 -1.519 -0.765 -0.7319
C -1.001 -3.790 -0.833 -0.4071
C -1.972 -3.280 -1.691 -0.0744
C -3.189 -3.935 -1.774 -0.0695
C -3.430 -5.068 -1.004 -0.0497
C -2.458 -5.554 -0.145 -0.0525
C -1.230 -4.911 -0.052 -0.0734
H 0.514 -2.961 -3.109 0.0611
H 1.241 -4.471 -2.464 0.0791
H 2.187 -2.956 -2.461 0.0582
H -1.767 -2.396 -2.282 0.0958
H -3.949 -3.580 -2.457 0.1114
H -4.379 -5.578 -1.084 0.1174
H -2.651 -6.435 0.449 0.1179
H -0.462 -5.283 0.612 0.1139
```